# H26NO11

12 unconnected molecules or ions with the total composition H26NO11 at a distorted geometry (the ωB97M-V functional and the def2-TZVPD basis, OMol25).

Values from the calculation:
- Energy above the lowest of the compared OMol25 structures with the same formula, charge and spin: 106.49 kcal per mole
- HOMO-LUMO gap: 9.7258 eV
- Net charge: +1
- Molecular weight: 216.20 u
- LUMO energy: -3.3 eV

Each line ends with the natural charge from an NBO analysis.
Cartesian coordinates (Å):
N -0.2755 -0.2982 -0.0117  -0.870
H -0.2635 0.3548 0.7623  0.480
H -0.5115 -1.2322 0.3453  0.436
H 0.5565 -0.3352 -0.5717  0.455
H -0.9555 -0.1812 -0.7807  0.475
O -1.9395 2.3018 0.9583  -1.003
H -1.8985 2.7318 1.9623  0.500
H -1.8875 2.8868 0.1863  0.505
O 1.7985 -0.9712 2.3243  -0.973
H 1.5375 -1.8302 1.7563  0.494
H 2.6525 -1.2352 2.2353  0.464
O 2.0645 2.0708 -2.0267  -0.938
H 2.6485 1.9348 -2.6407  0.459
H 2.5235 1.7248 -1.2847  0.486
O -0.6955 0.0508 3.2253  -0.969
H 0.3075 -0.0372 3.0593  0.493
H -0.6435 0.6398 3.9453  0.471
O -0.6825 1.5178 -2.7257  -1.021
H -1.2365 1.5958 -3.5067  0.495
H 0.3195 1.6248 -2.8567  0.515
O -3.5065 -1.3042 -0.2817  -0.938
H -3.2505 -1.3122 0.5083  0.466
H -3.8735 -2.2032 -0.6297  0.504
O 0.7635 -3.3152 1.2613  -0.999
H 0.1655 -3.9122 0.7763  0.510
H 1.2835 -3.8532 1.9813  0.517
O 3.0965 0.3208 -0.1117  -0.966
H 3.6275 -0.3572 0.1993  0.478
H 2.9185 0.8548 0.6753  0.498
O 0.9225 -2.2972 -2.5367  -0.957
H 1.6065 -1.7692 -2.6817  0.483
H 0.9355 -3.1482 -2.4597  0.477
O 1.1475 2.8948 1.8963  -0.936
H 0.3905 2.6198 2.3843  0.463
H 0.7795 3.3778 1.1953  0.474
O -3.6935 0.3868 -2.2937  -0.956
H -2.8395 0.1338 -2.5877  0.444
H -3.8925 -0.4322 -1.6507  0.483

Forces on the atoms, in the same order (eV/Å):
N -1.2 -1.7 -1.2
H -0.4 0.8 0.0
H 0.6 0.2 0.1
H 1.4 0.0 0.3
H -0.5 1.1 0.7
O 0.5 0.3 3.7
H -0.3 -1.0 -4.7
H -0.1 0.6 0.9
O -4.1 -2.4 -2.1
H -0.9 2.6 1.6
H 4.9 0.0 0.6
O -5.5 1.4 4.3
H 5.1 -0.9 -6.1
H 0.4 -0.6 1.5
O 2.6 -0.8 -1.9
H -2.0 -0.4 0.1
H -0.6 1.1 1.7
O 1.6 -0.4 0.9
H 0.6 0.2 -0.3
H -2.3 0.1 -0.2
O -3.9 -2.5 -11.6
H 2.8 -0.6 10.5
H 1.1 2.3 1.7
O 1.3 -1.4 1.6
H 0.6 0.0 0.5
H -1.9 1.1 -2.2
O -1.8 2.1 -0.6
H 1.8 -2.1 0.7
H -0.1 0.0 0.0
O -6.3 5.4 0.9
H 5.0 2.3 -1.1
H 1.3 -7.6 0.4
O 1.6 -1.0 0.8
H -0.8 -0.4 0.7
H -0.6 1.2 -1.7
O -1.7 -2.4 2.1
H 1.4 -0.1 -0.7
H 0.5 3.3 -1.9

***

# H26O13

13 unconnected molecules or ions with the total composition H26O13 at a distorted geometry (the ωB97M-V functional and the def2-TZVPD basis, OMol25).

Values from the calculation:
- Energy above the lowest of the compared OMol25 structures with the same formula, charge and spin: 130.07 kcal per mole
- HOMO-LUMO gap: 9.4572 eV
- Molecular weight: 234.19 u
- LUMO energy: -0.9 eV

Each line ends with the natural charge from an NBO analysis.
Cartesian coordinates (Å):
H 0.1260 0.2114 0.7204  0.451
H 0.4908 -1.2035 0.2154  0.474
H 0.8384 0.3431 -3.4842  0.466
H -0.1496 -0.3436 -2.5368  0.466
H -1.6276 -3.5398 4.5307  0.465
H -1.2507 -3.1806 3.1082  0.475
H 0.8108 4.4345 -0.7704  0.490
H 1.2533 3.4965 -1.9900  0.487
H -2.6876 -2.1246 -2.3740  0.465
H -2.1966 -2.9478 -1.3717  0.443
H 2.5310 2.3273 1.0532  0.447
H 2.7281 3.1455 -0.1765  0.477
H 0.7685 -5.4339 0.1798  0.475
H 1.3800 -5.9638 -1.0957  0.465
H -3.1083 1.2879 -2.0204  0.474
H -2.1487 1.6726 -3.1834  0.477
H 0.0807 4.4424 2.5686  0.453
H -0.7491 3.2417 2.5231  0.447
H 3.4840 0.7490 2.7297  0.491
H 1.9983 1.3042 2.2951  0.457
H -1.3836 2.5018 0.7954  0.455
H -2.1129 3.8244 0.8599  0.464
H 1.7076 0.2398 -0.4170  0.450
H 1.3223 1.1994 -1.5133  0.455
H -0.6110 -3.4597 -0.8606  0.471
H -1.1015 -4.4636 0.1616  0.484
O -0.0056 -0.7456 0.8151  -0.921
O 0.0791 -0.2627 -3.4137  -0.931
O -1.9536 -3.5562 3.6586  -0.940
O 1.2210 3.5419 -1.0604  -0.962
O -2.5323 -3.0138 -2.2895  -0.909
O 2.9733 2.2614 0.1651  -0.950
O 0.4836 -5.9137 -0.6142  -0.944
O -2.4818 0.9455 -2.6302  -0.951
O -0.3422 3.8871 3.1972  -0.904
O 2.8354 1.4782 2.8503  -0.937
O -2.2436 2.9480 0.6748  -0.914
O 1.9719 0.4927 -1.2997  -0.912
O -0.3976 -3.8235 -0.0006  -0.951

Forces on the atoms, in the same order (eV/Å):
H 0.0 -0.7 -0.2
H 2.1 -1.8 -2.6
H -0.4 -0.7 0.3
H -0.6 -0.1 3.0
H 0.6 0.0 1.6
H -0.2 -0.1 0.2
H 1.0 -2.2 -1.3
H -0.1 0.4 -1.9
H -1.0 3.7 -1.4
H -0.5 -0.8 -0.4
H 1.3 -0.1 -1.0
H 0.4 -0.9 -0.2
H -0.4 -0.1 -0.3
H -2.2 -0.2 0.8
H -0.8 0.8 0.7
H -0.3 -0.4 0.4
H 1.0 1.3 -0.4
H 0.5 1.1 2.1
H -1.0 0.6 -0.3
H 2.2 -0.4 1.7
H -0.7 0.3 -0.3
H 0.5 3.5 0.8
H 0.4 0.1 0.3
H 0.8 -0.6 0.4
H 0.3 -0.2 -0.4
H 0.1 0.0 -0.1
O -2.2 2.4 2.9
O 1.0 0.7 -3.7
O -0.4 0.1 -1.9
O -1.7 2.5 2.6
O 1.2 -2.7 1.8
O -0.4 1.3 2.0
O 3.2 -1.1 -1.0
O 1.1 -0.4 -0.9
O -1.5 -2.4 -1.5
O -1.5 -0.6 -0.8
O 0.2 -3.9 -0.6
O -1.3 0.0 -1.2
O -0.9 1.5 0.9

***

# H26O13

13 unconnected molecules or ions with the total composition H26O13 at a distorted geometry (the ωB97M-V functional and the def2-TZVPD basis, OMol25).

Values from the calculation:
- Energy above the lowest of the compared OMol25 structures with the same formula, charge and spin: 87.86 kcal per mole
- HOMO-LUMO gap: 9.8518 eV
- Molecular weight: 234.19 u
- LUMO energy: -0.1 eV

Each line ends with the natural charge from an NBO analysis.
Cartesian coordinates (Å):
H -0.7079 -0.2099 0.1115  0.475
H -0.3477 0.8850 1.1021  0.486
H 3.7526 -0.6538 -0.1564  0.470
H 5.1373 -0.8841 -0.7391  0.471
H 0.9333 -0.0720 2.7979  0.471
H 2.3970 -0.0987 2.3894  0.463
H 1.7856 3.5527 0.5370  0.472
H 2.6665 4.1272 1.6342  0.454
H -0.0918 1.7084 -0.6167  0.496
H 0.0351 2.6970 0.5307  0.447
H 1.5305 -2.6962 1.8456  0.481
H 1.7631 -1.4952 0.9437  0.481
H -4.9993 -0.8586 0.4239  0.458
H -4.1806 -1.8918 1.1803  0.495
H -1.4132 3.7877 0.7157  0.466
H -2.7931 3.1960 0.4795  0.475
H -0.9960 1.8358 -2.7374  0.463
H -1.8813 1.8598 -1.5022  0.480
H -3.2219 -0.9401 -1.4104  0.499
H -3.1205 0.4884 -0.9012  0.467
H 0.3203 -0.1492 -2.5399  0.462
H 0.3631 -1.4879 -1.8217  0.485
H -2.8907 -3.5461 0.5922  0.479
H -3.1579 -3.5231 2.0883  0.466
H 2.4269 -2.4513 -2.0943  0.476
H 2.6276 -2.8059 -0.6300  0.491
O -0.9015 0.1025 1.0025  -0.988
O 4.2024 -1.0340 -0.9194  -0.940
O 1.6577 0.5038 2.5281  -0.932
O 2.6354 3.4259 0.9737  -0.929
O 0.5337 2.0335 0.0406  -0.942
O 2.0289 -2.4129 1.0709  -0.955
O -4.1801 -1.3639 0.3739  -0.968
O -1.9305 3.3028 0.0629  -0.933
O -1.2058 2.3700 -1.9631  -0.926
O -2.6444 -0.1685 -1.4217  -0.967
O 0.8831 -0.6911 -1.9756  -0.947
O -2.7546 -3.0082 1.3803  -0.926
O 2.1836 -3.1068 -1.4309  -0.976

Forces on the atoms, in the same order (eV/Å):
H -0.1 -0.1 0.1
H 0.4 -0.2 -0.2
H 0.0 0.1 -0.1
H -0.1 0.0 -0.1
H -0.1 0.0 -0.1
H 0.1 0.2 0.1
H 0.3 -0.4 -0.2
H 0.2 -0.1 0.0
H 0.0 0.6 -0.4
H 0.0 -0.4 -0.4
H 0.0 -0.1 -0.1
H -0.3 0.1 -0.2
H -0.1 0.1 -0.2
H 0.5 0.0 -0.2
H -0.3 0.2 0.0
H 0.0 0.1 0.1
H -0.1 0.0 -0.1
H 0.1 0.2 -0.3
H 0.1 0.1 0.3
H 0.0 -0.5 0.3
H 0.1 0.0 0.0
H 0.2 -0.2 0.1
H 0.1 0.1 0.0
H 0.3 -0.2 0.1
H 0.1 0.0 0.1
H -0.1 -0.2 -0.1
O -0.6 -0.6 0.5
O 0.2 0.1 0.2
O 0.1 -0.2 0.2
O 0.1 0.6 0.3
O 0.8 0.3 0.5
O 0.1 0.4 0.9
O -1.4 0.7 -0.1
O -0.6 0.5 0.9
O 0.2 -0.6 -1.0
O 0.2 0.4 -0.8
O -0.3 0.3 0.0
O 0.2 -0.8 0.6
O -0.1 -0.2 -0.6

***

# H26O13

13 unconnected molecules or ions with the total composition H26O13 (the ωB97M-V functional and the def2-TZVPD basis, OMol25).

Values from the calculation:
- Energy above the lowest of the compared OMol25 structures with the same formula, charge and spin: 56.81 kcal per mole
- HOMO-LUMO gap: 10.6329 eV
- Molecular weight: 234.20 u
- LUMO energy: -0.2 eV

Each line ends with the natural charge from an NBO analysis.
Cartesian coordinates (Å):
O -1.9881 -0.6210 2.2453  -0.963
H -2.5128 -0.0839 1.6516  0.489
H -2.6256 -1.0079 2.8455  0.474
O 2.6151 -2.9515 0.3908  -0.953
H 1.9130 -2.7461 1.0082  0.477
H 3.1240 -3.6359 0.8253  0.477
O 0.4876 -3.7505 -2.4245  -0.940
H -0.0526 -4.3991 -1.9731  0.462
H 0.9284 -3.2739 -1.7210  0.478
O -0.6765 3.8535 -2.9691  -0.941
H -1.5458 4.1256 -2.6749  0.463
H -0.6579 2.9081 -2.8205  0.479
O -4.1319 1.2475 0.2131  -0.950
H -5.0728 1.3845 0.3238  0.475
H -3.8808 1.8560 -0.4818  0.477
O -0.0762 0.2309 -0.7678  -0.946
H -0.6058 -0.3399 -0.2111  0.471
H 0.7900 0.2269 -0.3606  0.475
O 1.0096 0.0501 3.9440  -0.954
H 0.7390 -0.2711 4.8041  0.470
H 0.1963 0.1077 3.4426  0.484
O -0.5465 4.2866 0.6921  -0.949
H -0.3235 4.1748 -0.2320  0.478
H -0.5423 5.2342 0.8271  0.470
O -3.6250 -2.9273 -1.9728  -0.944
H -3.8476 -2.0220 -1.7560  0.471
H -3.7519 -2.9854 -2.9198  0.474
O 3.6499 -1.0260 -2.4950  -0.944
H 4.0811 -0.2097 -2.2418  0.469
H 3.5310 -1.4999 -1.6719  0.475
O -1.3406 -4.9238 0.6079  -0.945
H -2.0004 -4.3337 0.2437  0.479
H -1.4099 -5.7177 0.0777  0.467
O 2.2113 3.3500 2.6428  -0.956
H 2.1012 2.4619 2.9823  0.479
H 1.6607 3.3778 1.8603  0.476
O 4.0215 2.9032 -0.7265  -0.945
H 4.2100 3.6175 -1.3352  0.468
H 3.9451 3.3293 0.1272  0.477

Forces on the atoms, in the same order (eV/Å):
O 0.4 -0.1 0.0
H -0.3 0.4 -0.3
H -0.1 -0.2 0.2
O 0.0 0.2 -0.4
H -0.2 0.1 0.2
H 0.2 -0.2 0.0
O -0.1 0.0 -0.3
H -0.1 -0.1 0.2
H 0.2 0.1 0.2
O 0.2 0.2 0.1
H -0.3 0.1 0.0
H 0.1 -0.4 0.0
O 0.2 -0.3 0.1
H -0.3 0.0 0.1
H 0.2 0.2 -0.1
O -0.2 0.2 -0.2
H -0.2 -0.2 0.2
H 0.3 0.0 0.0
O 0.3 0.1 -0.1
H 0.0 0.0 0.2
H -0.4 0.0 -0.3
O 0.0 -0.2 0.2
H 0.1 -0.1 -0.4
H 0.0 0.3 0.1
O 0.0 -0.2 0.3
H 0.0 0.3 0.1
H 0.1 -0.1 -0.3
O 0.0 0.0 -0.3
H 0.1 0.3 0.1
H -0.1 -0.2 0.3
O 0.3 0.0 0.2
H -0.2 0.2 -0.2
H 0.0 -0.2 -0.1
O 0.3 0.2 0.0
H 0.0 -0.3 0.2
H -0.4 0.1 -0.2
O 0.0 -0.2 -0.1
H 0.0 0.1 -0.2
H 0.0 0.1 0.4